104
Properties=species:S:1:pos:R:3:forces:R:3:mulliken_charge:R:1 method="wB97M-V/def2-TZVPD" smiles=COCCOCCOC.COCCOCCOC.COCCOCCOC.COCCOCCOC.CO.CO energy_ha=-2082.0546 multiplicity=1 e_lumo_ev=0.805
O 0.2000 3.6435 -2.6646 0.45 -1.10 -1.84 -0.383
C 2.8185 3.4955 0.4599 -0.05 -0.30 -0.97 -0.608
H -1.0452 -2.3593 0.2505 -0.56 -0.09 0.02 -0.331
H 2.0545 4.2699 0.5139 0.08 -0.03 0.37 0.245
H -3.4105 -3.5480 3.8978 0.73 -0.16 0.32 0.290
H -6.6697 0.7619 2.5373 0.22 0.21 -0.20 0.262
H -1.7998 -3.9026 4.7286 -0.10 -0.16 -0.35 0.326
H -2.9044 2.8955 0.8350 0.04 0.33 0.30 0.384
H 2.8289 -1.9286 2.6649 0.94 -0.16 -1.06 0.481
C -3.2431 0.5644 -0.3586 1.02 0.20 1.88 -0.570
H 5.2266 2.9400 1.6199 -0.14 0.90 -0.46 0.390
H 4.0127 -5.6206 -1.9419 -0.17 0.34 -0.75 0.345
C 1.2082 4.3059 -3.3886 0.76 1.77 1.19 -0.826
H 2.0725 0.2428 -4.3489 -0.43 -0.55 0.39 0.202
H 3.1929 -7.0144 -1.2124 0.33 0.81 0.50 0.278
C 1.6962 -0.0705 -0.0205 -1.95 0.06 1.27 0.552
O -2.1239 2.3288 -6.0218 0.71 0.28 0.12 -0.220
H 1.4546 -3.7139 3.3495 -0.08 -0.25 0.16 0.194
C 1.3545 -3.2644 4.3436 -0.87 0.40 0.60 -0.381
H 2.9738 -1.3373 -4.1719 -0.41 1.42 0.59 0.269
O -2.5051 2.4635 -2.9857 -0.23 -0.36 0.35 -0.348
H 2.2403 3.9109 -3.2597 -0.60 -0.25 0.03 0.258
H -2.5886 -2.3423 4.8704 0.09 0.24 0.11 0.242
H 1.4910 -2.8572 -0.3556 0.81 0.89 0.31 0.030
H 4.5255 -6.0386 -0.4070 0.16 -0.27 0.96 0.269
C 3.4687 -0.3155 4.0667 0.13 -0.11 -0.88 -0.746
H -0.9629 2.8207 -7.4917 -0.81 0.85 -0.29 0.221
C -4.1810 -0.2265 0.5931 1.31 1.81 0.97 -0.923
H -3.5848 -0.6400 1.4438 0.05 -0.19 -0.89 0.288
O -1.7689 -2.6254 3.0550 0.76 -0.18 0.67 0.003
H -0.4226 2.4738 4.6057 -0.24 -0.25 0.13 0.423
O -0.7898 1.3796 2.8572 0.47 -0.58 1.02 -0.092
H -2.6850 -3.5476 1.5403 1.05 -0.61 0.08 0.235
H 2.1858 0.8887 0.0474 -0.18 0.42 -0.23 -1.163
C -2.4491 2.0911 1.4182 0.38 -0.81 -2.43 -0.890
H 4.3990 -0.6841 4.5026 0.25 -0.28 -0.27 0.423
O 2.4619 -2.3987 4.5982 -0.76 -0.41 0.14 -0.523
H -4.7202 -1.0038 0.1157 -0.67 -0.80 -0.70 0.796
O 2.6687 -5.0548 -0.4079 1.30 -1.57 -1.16 -0.265
H 1.8572 -4.4319 -2.2445 0.66 0.20 -0.81 0.482
H -0.2534 0.3725 -0.0751 0.16 -0.24 -0.41 -0.256
C -3.2603 2.5644 -5.2787 -0.97 0.22 0.80 -0.803
H -0.4153 2.7267 1.3365 -0.26 0.17 0.52 0.010
H -2.7447 2.9016 -7.9618 0.81 0.42 0.95 0.306
H 2.3032 -0.7246 -0.5721 0.83 -0.98 -0.70 0.599
H -1.3906 0.7663 -2.7354 0.13 -0.97 -0.20 0.469
H -3.0426 0.7480 -4.0761 0.11 0.39 -0.10 0.372
C -0.1029 2.3873 -3.3567 -0.56 0.19 1.66 0.074
H 1.1858 -4.0131 5.1474 0.96 0.26 -0.53 0.336
C 0.0582 1.7798 3.9099 1.49 -0.43 -0.05 -0.904
H 5.6709 1.1535 2.9599 -0.26 -0.28 -0.12 0.352
H 1.2355 5.3522 -3.0122 0.07 -0.58 0.01 0.289
H 0.8964 -5.5653 -1.3851 -0.84 -1.73 -0.07 0.403
H 2.4316 2.7036 -0.1981 -0.03 0.26 -0.04 -0.072
O 0.0697 -4.0348 0.4838 -0.02 -1.72 0.14 -0.426
H 0.6953 1.6630 -3.1692 0.47 0.25 -0.35 -0.025
C 2.5666 -1.4353 3.5658 -2.27 1.07 1.92 0.204
H -3.4309 3.6253 -5.0075 0.31 -0.16 -0.38 0.319
H 0.3953 -2.7020 4.3869 0.55 0.07 -0.42 0.105
H 0.0506 -3.1599 -1.3142 0.67 -0.26 -0.20 0.327
H -4.1101 2.2125 -5.8292 -0.91 -0.05 -0.64 0.452
H 1.5985 -0.4278 1.0313 0.06 0.08 -0.76 -0.072
H -1.3746 3.3223 2.7699 0.02 0.47 -0.02 0.632
O -5.0503 0.7202 1.2151 -1.49 -0.61 0.08 -0.392
H 1.0231 4.4353 -4.4413 -0.38 -0.44 -0.66 0.330
C 4.6171 1.4767 2.9492 -1.13 0.72 -0.12 -0.766
H -6.7054 -0.5998 1.4113 0.23 0.07 -0.11 0.317
H -2.0074 4.2751 -6.9090 0.05 -1.56 -0.31 0.296
O -2.0989 1.0617 0.3977 -0.65 0.79 0.89 0.105
C -3.3059 1.8186 -3.9719 -0.06 -0.23 0.72 -0.349
C 2.3316 -0.5638 -3.6326 1.21 -1.55 0.13 -0.574
O 3.1045 2.9263 1.7227 0.24 0.97 -0.05 -0.253
H -4.3845 1.8332 -3.6451 0.93 0.12 -0.07 0.337
H 4.4703 2.0839 3.9008 -0.04 -0.43 -1.11 0.330
C 3.6440 -6.0077 -1.0084 -1.98 0.65 -0.01 -0.842
H 0.0757 -2.3522 1.5140 0.00 0.47 0.90 -0.509
H -5.5361 -0.5849 2.7770 -0.28 0.20 -0.37 0.240
H -2.7129 -0.0426 -1.0587 -0.22 -0.88 -0.66 0.199
C -1.6413 -3.5413 1.9896 -2.71 1.22 -0.30 -0.871
C 1.5756 -4.7768 -1.2735 -0.06 2.14 1.71 -0.854
C -1.2799 1.8131 -2.5583 -1.03 1.21 -1.77 -0.252
O 1.3005 -1.4044 -3.1003 0.29 0.39 -1.01 -0.530
H -0.2972 2.5314 -4.4633 0.04 -0.14 1.35 0.258
C -1.9763 3.1529 -7.1566 0.39 0.01 -0.55 -0.754
H 3.0268 0.3004 4.8773 -0.26 -0.21 -0.53 0.320
H 0.9350 2.3070 3.5013 -0.08 0.05 -0.03 0.281
H -3.1811 1.6615 2.0635 -0.35 -0.11 0.72 0.372
H 3.7073 3.8991 -0.0724 -0.28 0.00 0.61 0.392
H 0.5033 0.8932 4.4253 -0.85 0.55 -0.30 0.122
H 2.8993 -0.1153 -2.7818 -0.13 -0.20 -0.73 0.224
H 0.7899 -0.9032 -2.4738 -0.53 0.47 0.71 0.203
C 4.3482 2.3004 1.6694 0.90 -1.38 1.01 -0.462
C -1.1808 2.4817 2.1100 -0.30 -0.19 -1.04 -0.411
H -3.6833 1.4056 -0.9001 -0.49 -0.15 0.19 0.369
H -1.3291 -4.5351 2.2098 0.15 -0.89 0.87 0.597
C -2.3980 -3.1598 4.1843 -1.18 0.08 -0.09 -0.940
O 0.3868 -0.0602 -0.6806 0.95 0.49 0.86 0.750
H 1.5399 -0.9379 3.3443 1.26 -0.80 0.40 -0.351
C -6.0455 0.0407 2.0105 0.87 -0.04 0.17 -0.722
C -0.6591 -2.9996 1.0536 1.46 1.34 -1.56 1.162
H -1.2171 1.9627 -1.4855 0.43 0.25 -0.11 0.047
H 4.3678 1.6282 0.7875 0.20 0.03 0.40 0.305
C 0.7968 -3.6147 -0.6240 -0.67 -0.66 -1.27 -0.037
O 3.6772 0.4240 2.8692 0.63 0.13 0.84 0.005

---

102
Properties=species:S:1:pos:R:3:forces:R:3:mulliken_charge:R:1 method="wB97M-V/def2-TZVPD" energy_ha=-1778.5793 multiplicity=1 e_lumo_ev=-10.130 total_charge=+2
H 3.9286 2.1933 -4.8580 -0.03 -0.34 0.12 0.421
C 3.4579 0.6049 -2.7717 0.16 0.03 0.47 -1.506
H 0.8254 2.7586 0.2507 -0.11 0.37 -0.14 0.513
C -0.3967 -1.1793 2.4622 0.07 -0.54 -1.01 -1.936
H 0.5224 2.3142 -1.4718 -0.09 0.33 -0.01 0.528
H -0.6121 -0.5430 1.5976 0.20 0.05 -0.04 0.059
O -5.3242 -3.3277 0.0052 0.01 -0.31 0.56 -0.516
H -3.0177 -3.5709 -0.7242 0.33 -0.48 0.24 0.367
H 1.5963 0.4861 2.6710 -0.24 -0.08 0.07 0.567
C 1.2780 2.4908 -0.7068 0.34 -0.85 0.38 -1.565
H 3.8349 -1.1948 1.4640 0.10 -0.07 0.09 0.484
H 4.7304 -0.9080 4.0393 0.18 -0.39 -0.55 0.604
H 2.9769 0.2858 -1.8455 0.07 0.09 0.11 0.138
C 3.6997 -0.8590 3.6882 -0.73 0.60 -0.71 -1.572
H 2.2807 -2.7510 0.9226 -0.09 0.29 -0.33 0.366
H 3.7321 -3.3053 2.4940 0.33 -0.11 0.03 0.307
C -4.2572 -3.4110 0.9906 -0.11 0.34 -0.74 0.327
C 2.9044 -2.2063 5.6371 0.15 -0.32 0.94 -2.094
H -6.9752 0.1177 1.7958 -0.01 -0.09 0.08 0.291
C 3.4894 3.5153 -0.1065 1.00 -0.74 -0.75 -1.314
C 4.3716 2.2802 -0.2159 0.38 0.23 -0.53 0.423
H 4.7587 3.5002 -4.1693 0.52 0.01 0.58 0.441
H -0.4828 0.3080 -4.3709 -0.01 -0.37 -0.11 0.329
H 4.3439 -0.0200 -2.8927 -0.21 -0.24 -0.30 0.451
H 2.7289 0.4461 -3.5638 0.21 0.10 -0.20 0.345
O -7.7769 -0.4061 1.7035 0.04 0.21 -0.15 -0.591
C -2.9808 -3.0603 0.2399 -0.40 -0.18 -0.34 -0.952
N 2.8909 3.0414 -2.4617 0.65 0.76 0.40 0.287
H 3.7430 1.4073 -0.0279 0.43 -0.24 0.16 -0.492
C 4.5977 2.4324 -4.0248 -0.32 -0.51 -0.93 -2.004
C -1.9924 -0.9528 -3.4432 -0.37 -0.23 -0.48 1.393
C 1.0630 -1.6275 2.3785 1.36 1.55 -0.11 1.938
C 1.7113 4.8655 -1.2556 -0.94 -0.53 -0.84 -1.847
H -2.1216 -3.3531 0.8399 0.22 0.19 -0.27 0.444
H 2.3352 -1.4066 6.1170 0.12 0.25 -0.26 0.440
C 1.9026 -0.3610 2.0531 0.95 0.20 -0.59 -0.744
O -4.4468 1.2698 -1.4899 -2.12 2.41 -3.34 -0.243
H 5.1962 2.3557 0.4944 -0.30 -0.25 0.37 0.574
H -1.6459 1.1943 -3.5816 -0.77 0.16 -0.25 0.252
H -1.7244 -3.1203 -3.6090 0.03 0.06 0.07 0.334
C 3.6882 -3.3459 3.5823 -0.50 0.03 -0.25 -1.658
O 0.7272 -3.0532 4.2208 0.09 -0.22 -0.19 -0.475
H -0.6371 -0.5919 3.3442 -0.03 -0.40 0.26 0.509
H -4.4490 0.3571 0.4049 -0.53 -0.20 -0.72 -0.605
H -2.5637 -2.4127 -4.9828 -0.19 0.26 0.12 0.376
H -4.5446 2.0737 0.4010 0.12 0.16 -0.06 0.418
C -4.5481 -2.5047 2.1787 -0.23 0.10 -0.68 -0.934
H -2.9434 -2.0172 -0.0918 0.03 0.22 0.62 -0.001
H 2.0844 3.6146 -4.0161 -0.36 -0.12 -0.25 0.360
O 1.8261 2.9198 -3.3978 0.73 0.09 0.16 -0.422
H 1.7117 1.5063 -0.5100 0.08 0.05 -0.15 -0.152
H -4.2124 -4.4644 1.2779 0.17 0.11 0.29 0.425
C -1.5668 0.2993 -4.2082 1.12 -0.40 0.30 -1.331
C 2.9394 -2.1151 4.1057 0.05 -0.29 1.20 1.494
H -4.5507 -1.4669 1.8285 0.37 0.05 0.03 -0.108
H -2.0108 0.3105 -5.2035 -0.35 0.43 0.15 0.311
H 3.8999 -2.2296 6.0868 0.15 0.41 -0.34 0.411
N 1.5364 -2.0477 3.6843 -0.39 0.61 0.00 0.634
H -5.8473 -4.1190 0.1674 -0.37 0.21 -0.31 0.273
H -3.5441 -0.2333 -2.4670 0.03 -0.04 0.06 0.093
H -7.9031 -0.4997 0.7520 0.04 -0.21 0.03 0.310
C 2.3812 3.4828 -1.1685 -1.38 -0.53 0.83 1.639
H 1.7878 -0.0723 1.0035 -0.66 -0.10 0.03 -0.180
O -6.2570 -1.3238 -1.6905 -0.20 0.38 -0.10 -0.700
C 3.9798 2.0508 -2.6912 -0.83 -0.04 -0.38 1.681
O -5.4433 4.3681 -1.4607 0.32 -0.32 -0.64 -0.552
H -3.7845 -2.6498 2.9407 -0.18 0.12 0.20 0.375
H -0.9870 -2.0776 2.2782 -0.51 0.19 0.74 0.383
H -2.5290 1.0300 1.2669 0.09 0.26 0.04 0.421
C -4.0732 1.2379 -0.1334 0.08 0.03 1.46 0.355
H 4.6813 -3.3479 4.0269 0.09 -0.14 -0.18 0.437
H 2.4441 5.6661 -1.2842 -0.24 0.23 0.24 0.384
H -5.8662 -2.1245 -1.2930 -0.12 -0.01 0.09 0.466
H -0.8569 -2.1088 -4.7993 0.09 -0.38 0.10 0.384
C 1.2469 -2.6437 1.2394 -0.62 -0.71 0.92 -1.657
C -2.5859 1.2033 0.1901 -0.15 0.13 -0.21 -0.887
C 5.0285 2.1771 -1.5957 -0.21 0.54 0.71 -1.545
H 1.0270 4.9330 -2.1113 0.74 -0.09 -0.60 0.397
H 5.6473 3.0512 -1.8233 -0.22 0.27 0.30 0.370
H -5.5676 -2.6308 2.5427 0.17 -0.43 0.31 0.402
H 0.5332 -2.3936 0.4548 0.41 0.05 -0.39 0.217
Y -5.5875 2.6084 -3.0685 2.55 -2.83 4.00 1.566
C -1.7865 -2.2363 -4.2395 0.57 0.39 -0.30 -1.524
O -3.3957 -0.8966 -3.1514 -0.11 0.34 0.19 -0.485
H 0.4842 -2.7258 5.0975 -0.03 -0.09 -0.05 0.347
H -4.6596 4.9440 -1.5403 -0.20 0.07 0.09 0.402
H 5.4935 1.8240 -4.1584 0.18 0.35 -0.19 0.403
H -2.0778 0.3411 -0.2446 -0.05 0.13 -0.31 0.026
H 3.1202 3.4995 0.9180 -0.43 0.66 -0.14 0.418
H 2.4891 -3.1316 6.0459 -0.20 -0.14 -0.52 0.472
H -5.6392 -0.6302 -1.4510 0.23 -0.03 0.06 0.202
H -2.0786 2.1347 -0.0626 0.17 -0.11 -0.04 0.383
C 3.4234 -0.5084 2.2047 0.43 -0.19 1.22 -0.518
H 3.1587 -4.2574 3.8595 0.04 0.00 0.06 0.374
H 3.3556 0.0804 4.1361 -0.46 -0.47 0.76 0.370
H 0.9503 -3.6282 1.6150 -0.06 -0.01 -0.04 0.404
H 4.1831 4.3377 -0.2980 -0.43 0.43 0.26 0.363
H 5.7695 1.3792 -1.5268 -0.37 -0.42 -0.65 0.496
H -1.4117 -1.0147 -2.5171 -0.07 0.02 0.10 -0.109
H 3.9231 0.4581 2.1144 -0.19 0.02 -0.68 0.143
H -5.6575 4.3716 -0.5091 -0.14 -0.16 -0.16 0.363
H 0.8992 4.9395 -0.5267 0.88 0.36 0.92 0.340

---

Number 1: frontier orbital gap 10.0 eV. Number 2: frontier orbital gap 1.3 eV.